Record 1
DFT (ωB97M-V/def2-TZVPD) results for a cluster of 8 separate species, C17H50O12 in total.

Cartesian coordinates (Å):
C -5.667991 1.445168 -0.466524
C -5.737646 2.708823 0.412585
C -5.206957 3.911279 -0.384191
O -7.077284 2.960535 0.801238
H -6.072925 1.620808 -1.465827
H -6.148251 0.575175 -0.018894
H -4.606489 1.213070 -0.596642
H -5.068686 2.574498 1.264167
H -5.213713 4.737669 0.331721
H -5.983356 4.209485 -1.094184
H -4.259386 3.722975 -0.878995
H -7.647140 2.669879 0.084665
C 3.756535 -1.004326 -2.572951
C 4.638630 0.189622 -2.231227
C 4.076439 0.954000 -1.037971
O 5.963624 -0.192567 -1.875999
H 4.165939 -1.378900 -3.521996
H 2.727909 -0.708685 -2.775447
H 3.783320 -1.862578 -1.902045
H 4.670544 0.862438 -3.094606
H 3.060632 1.307979 -1.224372
H 4.632454 1.878047 -0.836917
H 4.083964 0.470343 -0.060824
H 6.312876 -0.702154 -2.619301
C 2.670377 1.420154 3.858383
C 1.214520 1.778265 3.534318
C 0.634766 2.835622 4.471265
O 1.073779 2.124641 2.171141
H 2.853836 1.229425 4.916705
H 3.333185 2.253846 3.589025
H 3.071719 0.617949 3.236821
H 0.651583 0.842696 3.681254
H 0.850416 2.534654 5.494633
H -0.436867 2.937953 4.308203
H 1.093217 3.796920 4.230750
H 0.722754 1.361343 1.702729
O -2.225498 -0.863537 3.022580
C -3.091594 -1.991066 3.135710
C -2.372564 -3.240459 3.588947
O -1.213980 -3.513295 2.830028
H -1.336703 -1.207267 2.850939
H -3.894178 -1.748976 3.835107
H -3.527438 -2.089584 2.127029
H -3.050349 -4.108122 3.527996
H -2.177208 -3.208211 4.669524
H -0.599703 -4.051272 3.333119
O 1.668687 -3.040956 1.277030
C 2.400000 -4.260562 1.279670
C 2.496701 -4.866213 -0.130603
O 1.313315 -4.600791 -0.860072
H 0.761101 -3.215867 1.545641
H 3.355002 -4.237136 1.813589
H 1.877832 -4.906324 2.001479
H 2.543743 -5.952530 -0.005556
H 3.447237 -4.608411 -0.605795
H 1.056429 -3.711286 -0.559931
O 0.988625 0.031740 -0.005338
C -0.106330 0.470610 -0.770724
C -1.307852 -0.394685 -0.508408
O -1.028533 -1.732705 -0.857490
H 1.244693 -0.870252 -0.230527
H -0.315587 1.514276 -0.527334
H 0.069036 0.512171 -1.854425
H -2.130374 -0.021360 -1.143582
H -1.695359 -0.196597 0.500028
H -1.797493 -2.265376 -0.612680
O 2.880102 1.292306 -5.085092
C 1.727078 2.065544 -5.376056
C 1.375620 3.058137 -4.297091
O 2.240323 4.189248 -4.247814
H 3.596092 1.939999 -5.059497
H 1.761044 2.589522 -6.341933
H 0.889598 1.370832 -5.499496
H 1.431461 2.594753 -3.306143
H 0.375724 3.444701 -4.492037
H 3.180871 4.010492 -4.213528
O -3.597765 -3.121372 -1.370503
H -4.286320 -3.253627 -0.708059
H -3.841793 -3.702514 -2.099387

Forces on atoms 1 to 2 (eV/Å):
0.7 0.2 0.3
0.3 -0.5 -1.8

Net charge: 0
F_max (Eh/bohr): 0.0367
Structure (SMILES): CC(C)O.CC(C)O.CC(C)O.OCCO.OCCO.OCCO.OCCO.O
Calculated total energy (hartree): -1580.46723
HOMO (eV): -9.64
Relative energy (zero: lowest compared OMol25 entry of this formula, charge and spin) (kJ/mol): 194.94
LUMO (eV): 0.1

---

Record 2
DFT (ωB97M-V/def2-TZVPD) results for a cluster of 7 separate species, C17H51N9O7 in total.

Cartesian coordinates (Å):
C 2.585378 -5.095018 -1.192021
O 2.449424 -5.157433 0.247913
C 1.504516 -4.170667 0.638230
C 0.040048 -4.540473 0.405041
C -0.862807 -3.349046 0.429426
N -0.472004 -5.507822 1.395420
H 1.621570 -5.349740 -1.624509
H 3.310540 -5.897548 -1.335429
H 3.086916 -4.148256 -1.397350
H 1.656246 -3.871125 1.679368
H 1.734428 -3.231177 0.115354
H -0.085700 -5.080457 -0.538614
H -0.739882 -2.688474 -0.431083
H -0.669117 -2.794579 1.356324
H -1.937940 -3.525143 0.501006
H 0.194398 -6.257982 1.571478
H -0.385689 -5.017147 2.288342
C 5.729698 -1.523748 0.063665
O 4.514189 -1.523471 -0.648831
C 3.570400 -0.679523 -0.056332
C 2.377689 -0.500304 -0.941109
C 2.533045 0.466136 -2.140673
N 1.152866 -0.057203 -0.207002
H 5.607690 -1.963308 1.060126
H 6.102054 -0.513276 0.268350
H 6.418385 -2.052653 -0.592348
H 3.209919 -1.119080 0.888148
H 3.948304 0.306502 0.247072
H 2.039805 -1.427700 -1.419893
H 2.723084 1.510654 -1.891316
H 1.637637 0.408943 -2.759816
H 3.349292 0.135790 -2.790065
H 1.411875 0.189779 0.752338
H 1.121726 0.901177 -0.552077
C -1.210069 1.847010 -2.451796
O -0.960657 2.221317 -1.083772
C -2.109046 2.142308 -0.249039
C -2.583047 0.787424 0.267172
C -3.925492 0.867658 1.040760
N -1.657554 -0.046801 1.063919
H -0.237716 2.043944 -2.893328
H -2.003378 2.450530 -2.903978
H -1.555097 0.813822 -2.493791
H -2.017138 2.800204 0.619543
H -2.863167 2.584102 -0.909197
H -2.768258 0.261435 -0.680648
H -4.665858 1.561728 0.644256
H -3.718610 1.153997 2.072274
H -4.404341 -0.112691 1.056227
H -0.792936 -0.098367 0.510084
H -1.989523 -1.000262 0.948358
N -1.912993 -3.537037 -3.815702
C -0.961592 -2.688714 -3.300523
N 0.236786 -3.271956 -3.079180
O -1.161135 -1.478596 -3.265362
H -2.748068 -3.123977 -4.184010
H -1.824133 -4.488191 -3.502792
H 0.899712 -2.581276 -2.759434
H 0.519367 -4.209770 -3.278013
N 0.222252 2.193259 2.735613
C -0.170457 1.653274 3.949595
N -1.113389 0.706310 3.789805
O 0.248032 2.140762 4.992312
H 1.010154 2.818369 2.724218
H -0.130827 1.876812 1.864148
H -1.263269 0.084784 4.568478
H -1.332453 0.337717 2.834109
N 2.978259 4.916185 -0.588836
C 2.038802 3.976901 -0.509021
N 1.095251 4.028542 -1.496685
O 2.096260 3.051341 0.310859
H 2.945266 5.560753 -1.355684
H 3.812042 4.780068 -0.042390
H 0.184666 3.603840 -1.253876
H 1.077059 4.743823 -2.200088
C -4.226168 4.273345 3.005863
C -3.818568 5.036961 1.741214
O -4.478112 4.400975 0.628077
H -5.300677 4.197185 3.180378
H -3.906223 4.790149 3.914658
H -3.795770 3.278049 2.935523
H -2.778710 4.919419 1.438433
H -4.123793 6.082353 1.660377
H -5.333667 4.774355 0.411762

Forces on atoms 1 to 2 (eV/Å):
1.2 -1.1 2.2
-0.9 0.5 -0.1

Net charge: 0
F_max (Eh/bohr): 0.0528
Structure (SMILES): COC[C@H](C)N.COC[C@H](C)N.COC[C@H](C)N.NC(N)=O.NC(N)=O.NC(N)=O.CCO
Calculated total energy (hartree): -1697.81749
HOMO (eV): -8.90
Relative energy (zero: lowest compared OMol25 entry of this formula, charge and spin) (kJ/mol): 112.56
LUMO (eV): 0.5